Entry 1:
# C15H16N4

A molecular structure, C15H16N4 in a non-equilibrium geometry (ωB97M-V/def2-TZVPD, the OMol25 dataset).

CARTESIAN COORDINATES (ANGSTROEM)
N -1.72 0.91 -1.57
N -1.75 1.11 -2.83
N -2.05 -0.33 2.51
N -1.90 1.65 -0.53
C -1.93 -1.47 3.40
C -2.68 5.04 -1.87
C -2.60 4.72 -3.22
C 0.92 -1.21 1.98
C 1.27 1.03 2.84
C 2.59 0.72 3.08
C -2.45 4.09 -0.89
C -2.07 2.46 -2.70
C -2.30 3.45 -3.65
C 3.08 -0.53 2.76
C -2.15 2.79 -1.28
C 0.39 0.07 2.31
C 2.24 -1.49 2.20
C -0.98 0.41 2.09
C -3.40 0.15 2.19
H -2.92 6.05 -1.57
H -2.85 -1.65 3.96
H 4.11 -0.76 2.94
H -3.56 1.13 2.63
H 3.24 1.47 3.51
H -4.16 -0.54 2.56
H -2.79 5.49 -3.95
H -1.12 -1.31 4.12
H -2.24 3.21 -4.69
H 0.88 2.00 3.10
H -2.50 4.33 0.15
H -1.70 -2.36 2.82
H 0.29 -1.92 1.48
H -1.21 1.38 1.68
H 2.64 -2.45 1.92
H -3.50 0.23 1.11

Summary:
Energy relative to the best compared isomer or geometry (same formula, charge and spin): 268.1 kJ/mol
Molecular weight: 252.32 g mol⁻¹
HOMO-LUMO gap: 0.169 Ha
E_tot: -21770.1392 eV

=====

Entry 2:
# C15H14O4S2

C15H14O4S2 in the gas phase in a non-equilibrium geometry (ωB97M-V/def2-TZVPD, the OMol25 dataset).

CARTESIAN COORDINATES (ANGSTROEM)
S 0.78 -4.02 -1.47
S -1.03 0.74 2.06
O -1.11 3.94 -0.92
O -0.17 3.63 2.29
O -1.33 -4.30 0.59
O 0.15 3.10 -2.61
C -1.32 -1.95 1.29
C 1.41 5.19 0.15
C -0.83 -3.02 0.49
C 1.61 3.75 0.66
C 0.06 3.62 -1.52
C 0.51 3.03 1.49
C -0.68 -0.68 1.22
C 0.45 -0.52 0.43
C 0.85 -1.54 -0.44
C 0.22 -2.78 -0.39
C 1.07 0.78 0.47
C -0.48 -3.84 -2.85
C -1.66 -4.77 1.91
C 1.36 4.01 -0.84
C 0.33 1.58 1.30
H 2.23 3.97 -1.50
H 0.48 5.70 0.34
H 2.59 3.44 0.96
H -0.36 -4.60 -3.62
H -1.32 -5.79 2.03
H -1.51 -3.95 -2.46
H -2.20 -2.09 1.91
H -2.72 -4.69 2.13
H 1.98 1.11 -0.05
H -1.82 3.56 -1.46
H -1.17 -4.20 2.70
H 1.75 -1.40 -1.05
H -0.42 -2.86 -3.34
H 2.32 5.85 0.10

Summary:
Molecular weight: 322.41 g mol⁻¹
HOMO-LUMO gap: 0.305 Ha
SMILES: COc1cc2sc(C(=O)[C@@H]3C[C@@H]3C(=O)O)cc2cc1SC
E_tot: -45641.4737 eV

=====

Entry 3:
# C26H42N2O

C26H42N2O in the gas phase (ωB97M-V/def2-TZVPD, the OMol25 dataset).

CARTESIAN COORDINATES (ANGSTROEM)
O -4.93 1.07 2.03
N -3.90 -2.40 1.30
N -6.71 0.95 0.65
C -7.48 0.08 1.50
C -4.68 1.93 -0.21
C -5.49 -1.23 -1.65
C -5.22 -1.65 -0.35
C 7.02 -1.60 -0.26
C -3.17 1.76 -0.06
C 3.40 1.24 -0.01
C -2.41 2.35 -1.24
C 1.89 1.42 0.07
C -6.00 -1.79 0.84
C -0.35 0.87 -1.01
C 8.35 -1.85 0.47
C 6.24 0.40 1.12
C 4.12 1.87 1.18
C -5.42 1.26 0.94
C -3.16 -1.58 -2.21
C -4.46 -1.20 -2.57
C 8.79 -3.30 0.34
C 6.60 -0.13 -0.27
C -7.43 -1.38 1.01
C 1.17 0.80 -1.12
C -0.89 2.29 -1.06
C -3.90 -2.03 -0.01
C 5.65 1.82 1.09
C -2.86 -2.00 -0.94
C -5.16 -2.24 1.81
H 3.77 1.69 -0.94
H 5.74 -0.02 -0.93
H 7.14 0.41 1.74
H 8.24 -1.60 1.52
H -2.85 2.23 0.87
H 7.13 -1.94 -1.29
H 3.81 2.91 1.25
H 3.80 1.37 2.10
H 7.41 0.48 -0.68
H -5.37 -2.46 2.84
H 5.97 2.32 0.17
H 3.63 0.17 -0.05
H -4.66 -0.88 -3.58
H 5.52 -0.28 1.59
H -2.71 3.39 -1.37
H -0.79 0.30 -1.84
H 1.67 2.49 0.12
H -0.67 0.39 -0.08
H 1.47 -0.25 -1.20
H -7.93 -2.02 1.74
H -3.09 -2.68 1.83
H -6.49 -0.95 -1.94
H -4.94 3.00 -0.21
H -0.63 2.82 -0.14
H 9.12 -1.20 0.04
H 8.04 -3.96 0.77
H 6.24 -2.20 0.21
H 8.93 -3.57 -0.70
H 1.52 0.97 1.00
H -5.01 1.50 -1.16
H -7.02 1.02 -0.31
H -7.04 0.15 2.50
H -1.86 -2.29 -0.67
H -2.96 0.69 0.02
H -2.69 1.81 -2.15
H -7.96 -1.47 0.06
H -2.39 -1.54 -2.96
H -8.52 0.43 1.54
H -0.43 2.82 -1.89
H 6.04 2.39 1.93
H 1.49 1.30 -2.04
H 9.73 -3.46 0.87

Summary:
Energy relative to the best compared isomer or geometry (same formula, charge and spin): 34.2 kJ/mol
Molecular weight: 398.63 g mol⁻¹
HOMO-LUMO gap: 0.318 Ha
SMILES: CCCCCCCCCCCCCCCC(=O)NCCc1c[nH]c2ccccc12
E_tot: -32673.1889 eV

=====

Entry 4:
# C3H4CeLiO4

A molecular structure, C3H4CeLiO4 in a non-equilibrium geometry (ωB97M-V/def2-TZVPD, the OMol25 dataset).

CARTESIAN COORDINATES (ANGSTROEM)
Ce -1.38 1.83 -3.08
O -0.70 -0.26 -2.01
O -1.37 -0.11 0.75
O 0.98 -0.51 -0.59
O 0.65 1.38 -1.95
C 1.08 -0.10 0.77
C -0.22 -0.43 1.55
C 0.07 0.34 -1.24
Li -1.87 -1.16 -0.57
H 1.30 0.97 0.83
H -0.24 0.13 2.49
H -0.23 -1.49 1.80
H 1.92 -0.59 1.25

Summary:
Energy relative to the best compared isomer or geometry (same formula, charge and spin): 483.1 kJ/mol
Spin multiplicity: 2
Molecular weight: 251.12 g mol⁻¹
HOMO-LUMO gap (spin up / spin down): 0.164 / 0.213 Ha
Charge: +2
E_tot: -24479.8498 eV

=====

Entry 5:
# C37H72CsF3O15S

A molecular structure, C37H72CsF3O15S in a non-equilibrium geometry (ωB97M-V/def2-TZVPD, the OMol25 dataset).

CARTESIAN COORDINATES (ANGSTROEM)
Cs 0.51 0.20 -0.11
S 3.85 1.12 -2.19
F 5.96 2.49 -2.96
F 3.98 3.60 -3.11
F 5.02 3.33 -1.15
O -4.07 -1.35 -3.51
O 1.45 3.09 1.15
O -0.26 1.31 -3.07
O 4.73 0.33 -1.36
O -4.44 -2.56 1.87
O 1.07 -2.37 -2.31
O 2.59 1.52 -1.57
O -3.35 2.11 -4.00
O 0.53 -1.03 3.16
O -1.71 1.36 1.63
O 3.79 1.56 3.93
O 2.52 -3.46 1.13
O -1.39 -2.35 0.32
O 3.74 0.70 -3.56
O -2.02 2.70 5.08
C 2.19 -1.02 4.94
C 1.44 -3.56 -4.31
C -3.55 -2.77 2.66
C 5.52 1.83 2.26
C 1.37 -3.17 3.94
C 3.01 4.81 1.34
C 1.94 4.06 0.61
C -3.76 2.33 -2.91
C -2.95 -3.53 -0.96
C 0.43 1.53 -4.07
C -1.01 0.70 5.88
C 0.83 -4.85 0.12
C -2.93 3.12 -1.99
C 4.23 1.32 2.81
C -2.25 2.38 1.97
C 0.33 2.65 4.82
C -2.93 -4.07 2.77
C 3.03 -5.74 1.23
C -3.32 -1.11 -0.37
C -2.61 -1.33 -5.43
C 1.88 -2.88 -3.06
C 3.32 0.54 1.85
C -4.88 -0.21 -5.34
C 1.30 -1.64 3.89
C -3.68 2.39 2.42
C -1.58 3.78 1.95
C -0.96 2.10 5.20
C 1.40 4.57 -0.73
C 0.70 2.92 -4.55
C 3.35 -2.75 -2.83
C 2.16 -4.58 0.89
C -3.83 -0.97 -4.62
C -2.44 -2.35 -0.31
C -5.16 1.99 -2.47
C 0.96 0.42 -4.80
C 4.77 2.73 -2.34
C -2.96 -1.63 3.50
H 3.58 -2.46 -1.78
H -5.10 -0.78 -6.26
H 5.16 2.60 1.57
H -5.07 1.37 -1.59
H -0.22 0.60 6.69
H 1.55 -2.82 -5.13
H 0.57 -3.52 3.25
H -3.81 -3.94 -0.46
H -3.22 -3.33 -2.04
H 0.34 3.02 -5.57
H 6.25 2.23 2.96
H 0.99 0.55 -5.90
H 3.76 -5.82 0.40
H -1.95 3.22 -2.41
H -5.74 -0.01 -4.75
H 3.18 4.36 2.30
H 0.19 3.56 -3.83
H 2.08 0.06 4.89
H 0.44 -3.96 -4.22
H -4.37 -1.38 -0.71
H 2.20 4.93 -1.37
H -5.75 2.87 -2.16
H -2.59 -1.86 4.55
H -3.73 -0.85 3.62
H -1.86 -3.99 2.60
H 3.89 -3.66 -3.04
H 0.50 -0.57 -4.53
H 1.73 -1.30 5.91
H 6.01 1.04 1.69
H -3.74 3.04 3.29
H 3.21 -1.39 4.90
H -1.98 4.34 2.78
H -0.75 0.06 5.06
H 1.01 3.70 -1.27
H 3.94 4.70 0.76
H 1.07 -4.88 -0.94
H -3.27 -4.70 1.96
H -2.85 2.58 -1.03
H 2.01 0.41 -4.54
H 2.36 -3.41 3.52
H -3.30 -0.59 0.60
H -1.78 4.32 1.04
H -2.19 -4.31 -0.93
H -1.98 -0.50 -5.80
H 2.77 5.85 1.58
H -5.61 1.50 -3.32
H -3.91 1.37 2.68
H 0.16 -4.01 0.26
H -1.96 -1.84 -4.71
H 0.69 5.33 -0.47
H -2.00 0.47 6.21
H 2.08 -4.39 -4.63
H 3.75 -1.97 -3.49
H -4.33 2.75 1.65
H 0.25 3.58 4.25
H 2.57 -6.71 1.33
H -3.07 -0.45 -1.21
H 3.63 -5.43 2.08
H -4.41 0.78 -5.64
H -3.14 -4.64 3.68
H -3.32 4.13 -1.72
H 0.84 1.99 4.05
H 3.74 -0.46 1.54
H 1.79 3.12 -4.55
H 0.31 -5.81 0.37
H -0.49 3.68 2.10
H 1.24 -3.66 4.92
H 2.36 0.39 2.36
H 1.16 2.80 5.56
H -2.90 -2.11 -6.17
H 3.32 1.10 0.92
H -2.15 -1.17 2.93

Summary:
Molecular weight: 978.93 g mol⁻¹
HOMO-LUMO gap: 0.348 Ha
E_tot: -89786.2935 eV

=====

Entry 6:
# CH2Cl2N2

2 unconnected molecules or ions with the total composition CH2Cl2N2 in a non-equilibrium geometry (ωB97M-V/def2-TZVPD, the OMol25 dataset).

CARTESIAN COORDINATES (ANGSTROEM)
Cl -0.20 -2.16 -0.98
Cl 2.07 1.45 -0.61
N -0.20 -0.78 1.45
N 0.10 -0.74 -0.05
C -0.98 -0.24 0.65
H 1.18 2.30 -0.95
H -1.97 0.16 0.50

Summary:
Energy relative to the best compared isomer or geometry (same formula, charge and spin): 321.7 kJ/mol
Molecular weight: 112.95 g mol⁻¹
HOMO-LUMO gap: 0.375 Ha
SMILES: ClN1C=N1.Cl
E_tot: -29090.3217 eV